Entry 1:
The following is a quantum chemistry calculation of 4 unconnected molecules or ions with the total composition C6H18IO6 in a non-equilibrium geometry, from OMol25.

Each line ends with the natural charge from an NBO analysis.
Positions of all 31 atoms, in Å:
I -2.13 1.13 -0.68  -0.92
C 0.83 -2.08 1.20  -0.09
C -0.30 -2.47 0.25  -0.09
O -0.13 -1.93 -1.05  -0.76
O 2.14 -2.39 0.73  -0.73
H 0.71 -2.59 2.15  0.17
H 0.75 -0.99 1.27  0.17
H -1.23 -2.04 0.64  0.18
H -0.48 -3.54 0.21  0.16
H -0.58 -1.06 -1.04  0.50
H 2.42 -1.71 0.11  0.47
C 1.80 0.57 -4.66  -0.08
C 0.50 0.40 -3.93  -0.09
O -0.19 1.63 -3.79  -0.76
O 2.47 -0.67 -4.86  -0.72
H 2.49 1.26 -4.16  0.15
H 1.63 1.05 -5.63  0.17
H 0.71 0.10 -2.89  0.17
H -0.11 -0.38 -4.41  0.16
H -0.76 1.57 -3.01  0.51
H 2.47 -1.11 -4.01  0.46
C -1.40 1.89 4.62  -0.07
C -1.59 1.73 3.12  -0.09
O -0.39 1.25 2.56  -0.76
O -1.24 0.64 5.26  -0.74
H -2.32 2.34 5.00  0.17
H -0.57 2.54 4.90  0.16
H -1.85 2.69 2.68  0.17
H -2.47 1.08 3.01  0.17
H -0.56 1.01 1.63  0.50
H -0.63 0.08 4.77  0.48

Output
Energy above the lowest of the compared OMol25 structures with the same formula, charge and spin ... 0.310 eV
Net charge ... -1
Calculated total energy ... -988.6131 Eh


Entry 2:
The following is a quantum chemistry calculation of a molecular structure, C6H18IOP2 in a non-equilibrium geometry, from OMol25.

Each line ends with the natural charge from an NBO analysis.
Positions of all 28 atoms, in Å:
C 2.96 -0.76 -0.32  -0.61
C 1.52 -1.02 -0.86  -0.41
C 0.78 -1.94 0.13  -0.45
C -0.49 -2.59 -0.50  -0.07
O -1.74 -2.20 0.06  -0.86
P -1.93 -0.48 0.22  0.78
P -2.11 1.71 0.65  0.32
C -1.50 2.69 -0.80  -0.97
C -0.87 2.05 2.01  -0.93
H 2.92 -0.89 0.77  0.19
H 3.32 0.24 -0.52  0.24
H 3.62 -1.55 -0.69  0.18
H 1.62 -1.53 -1.83  0.18
H 1.03 -0.04 -0.96  0.24
H 1.49 -2.76 0.33  0.19
H 0.61 -1.46 1.10  0.21
H -0.41 -3.67 -0.32  0.17
H -0.47 -2.48 -1.59  0.16
H -3.31 -0.61 0.03  0.00
H -1.13 -0.24 -0.93  -0.04
H -1.42 -0.61 1.55  -0.05
H -2.25 3.42 -1.16  0.21
H -0.61 3.30 -0.45  0.26
H -1.13 2.07 -1.62  0.23
H 0.02 2.50 1.54  0.26
H -1.28 2.70 2.79  0.21
H -0.52 1.14 2.51  0.21
I 1.29 2.99 -1.15  -0.87

Output
Energy above the lowest of the compared OMol25 structures with the same formula, charge and spin ... 0.958 eV
Net charge ... -1
Calculated total energy ... -1295.0105 Eh


no.,frontier orbital gap (Ha)
1,0.2929
2,0.2345